{
  "formula": "C71H53F9N3OP3Pt",
  "method": "the ωB97M-V functional and the def2-TZVPD basis",
  "elements": ["Pt", "C", "C", "C", "C", "C", "C", "C", "C", "P", "C", "C", "C", "C", "C", "C", "C", "C", "C", "C", "C", "C", "C", "O", "C", "C", "C", "C", "C", "C", "P", "C", "C", "C", "C", "C", "C", "C", "C", "C", "C", "C", "C", "H", "H", "H", "H", "H", "H", "H", "H", "H", "H", "H", "H", "H", "H", "H", "H", "H", "H", "H", "H", "H", "H", "H", "H", "H", "H", "H", "H", "H", "H", "H", "H", "C", "C", "C", "C", "C", "C", "N", "N", "C", "C", "C", "C", "C", "N", "H", "H", "H", "H", "H", "H", "H", "H", "H", "F", "C", "F", "F", "C", "C", "C", "C", "C", "C", "P", "C", "C", "C", "C", "C", "C", "C", "F", "F", "F", "C", "C", "C", "C", "C", "C", "C", "F", "F", "F", "H", "H", "H", "H", "H", "H", "H", "H", "H", "H", "H", "H"],
  "positions_angstrom": [[-0.790119, 0.468894, -0.377216], [4.235752, 1.249965, 4.782811], [3.609537, 0.135666, 3.918544], [4.126703, -1.235967, 4.384582], [3.991325, 0.358276, 2.462512], [5.327565, 0.245452, 2.091326], [5.734390, 0.411791, 0.783480], [4.787441, 0.663070, -0.194125], [3.438398, 0.793991, 0.122907], [2.194601, 0.976235, -1.228645], [3.049480, 0.144020, -2.647127], [2.797977, -1.196619, -2.912838], [3.463320, -1.873677, -3.927043], [4.398468, -1.210174, -4.704381], [4.661900, 0.132354, -4.457232], [3.998119, 0.804860, -3.440545], [2.399345, 2.704052, -1.797336], [1.768697, 3.058882, -2.991679], [1.930628, 4.327593, -3.524530], [2.719166, 5.263718, -2.859004], [3.329610, 4.924717, -1.658151], [3.168886, 3.646756, -1.125568], [3.068540, 0.675824, 1.473237], [1.725111, 0.858424, 1.772912], [1.255719, 0.524337, 3.031108], [-0.134476, 0.585620, 3.211841], [-0.672367, 0.254742, 4.452050], [0.157212, -0.102727, 5.500733], [1.522808, -0.128003, 5.303700], [2.100382, 0.173438, 4.071589], [-1.222677, 1.259027, 1.927469], [-1.112814, 3.056286, 2.153676], [-2.147972, 3.859293, 1.667170], [-2.083634, 5.238028, 1.793373], [-0.976422, 5.829572, 2.392018], [0.051105, 5.036657, 2.885552], [-0.014272, 3.652743, 2.767038], [-2.907775, 0.895835, 2.487537], [-3.498971, -0.276138, 2.039639], [-4.741093, -0.676635, 2.509572], [-5.409001, 0.113615, 3.434956], [-4.833733, 1.298706, 3.879266], [-3.589131, 1.693578, 3.411016], [5.326830, 1.198139, 4.747880], [3.924165, 1.155074, 5.826090], [3.929207, 2.235827, 4.421861], [5.193669, -1.345126, 4.191393], [3.600814, -2.046904, 3.872512], [3.977094, -1.364271, 5.458630], [6.065651, 0.007252, 2.848620], [6.782139, 0.324088, 0.519784], [5.110879, 0.741815, -1.221178], [2.075383, -1.729098, -2.318597], [3.246405, -2.921240, -4.106184], [4.922253, -1.732654, -5.497368], [5.395437, 0.661474, -5.054187], [4.231483, 1.849516, -3.277417], [1.162951, 2.325868, -3.521153], [1.453481, 4.586971, -4.464031], [2.868354, 6.249074, -3.285709], [3.945848, 5.651193, -1.139178], [3.658743, 3.388675, -0.192783], [-1.744696, 0.277087, 4.599390], [-0.260261, -0.346142, 6.470833], [2.168593, -0.386932, 6.133896], [-3.016247, 3.403002, 1.200840], [-2.898009, 5.852742, 1.425356], [-0.918090, 6.908980, 2.479740], [0.902039, 5.497043, 3.373710], [0.788021, 3.042851, 3.167184], [-2.978581, -0.851294, 1.294007], [-5.189979, -1.596730, 2.148700], [-6.382413, -0.187795, 3.805021], [-5.354182, 1.914557, 4.603234], [-3.148390, 2.608562, 3.782973], [-6.752618, -1.126626, -0.780573], [-6.731130, 0.216563, -1.145193], [-5.528578, 0.884027, -1.279325], [-4.332335, 0.205112, -1.041402], [-4.360278, -1.125250, -0.661371], [-5.560914, -1.796984, -0.536847], [-3.078142, 0.891546, -1.102557], [-3.150627, 1.928146, -1.743165], [-2.080137, 2.846085, -1.622770], [-2.304269, 4.107282, -2.119783], [-1.372676, 5.109701, -1.867673], [-0.276517, 4.811215, -1.093652], [-0.108337, 3.504185, -0.658721], [-0.958542, 2.525020, -0.965931], [-7.698798, -1.645241, -0.680447], [-7.658780, 0.746101, -1.324742], [-5.502970, 1.929457, -1.555573], [-3.436281, -1.636446, -0.471343], [-5.565679, -2.841439, -0.243970], [-3.224750, 4.288273, -2.663663], [-1.526213, 6.113199, -2.248051], [0.459856, 5.562445, -0.833057], [0.729152, 3.230503, -0.040775], [5.096903, -5.321889, -0.071103], [4.992882, -3.987390, -0.064934], [5.564188, -3.528291, 1.059924], [5.702821, -3.515390, -1.106222], [3.555650, -3.548726, -0.174949], [3.096931, -2.492324, 0.585661], [1.797585, -2.033660, 0.402227], [0.971379, -2.624966, -0.545392], [1.430812, -3.724151, -1.272180], [2.720470, -4.182912, -1.088982], [-0.705870, -1.939115, -0.707256], [-1.151453, -1.858785, -2.501731], [-0.425814, -0.980131, -3.315443], [-0.803871, -0.729839, -4.620836], [-1.941019, -1.335231, -5.134538], [-2.678709, -2.200998, -4.352013], [-2.287436, -2.460871, -3.042866], [-2.342574, -1.031352, -6.553576], [-3.553991, -1.519316, -6.843922], [-2.367478, 0.300002, -6.754083], [-1.460439, -1.554708, -7.416743], [-1.642369, -3.374223, -0.040346], [-1.794692, -4.527487, -0.811598], [-2.437963, -5.640816, -0.295080], [-2.932985, -5.614615, 0.998536], [-2.749803, -4.496869, 1.793200], [-2.096283, -3.386758, 1.277115], [-3.611731, -6.829614, 1.574745], [-4.592833, -6.471576, 2.418606], [-4.144330, -7.589381, 0.609428], [-2.736161, -7.579173, 2.258659], [3.754166, -2.021519, 1.306443], [1.424223, -1.202367, 0.986880], [0.804467, -4.201050, -2.015978], [3.086581, -5.029231, -1.658956], [0.459909, -0.492625, -2.935076], [-0.217069, -0.059467, -5.238611], [-3.570654, -2.666686, -4.752511], [-2.904107, -3.121057, -2.453434], [-1.425669, -4.571779, -1.826519], [-2.556039, -6.529113, -0.903869], [-3.108336, -4.491827, 2.816087], [-1.916053, -2.547285, 1.931755]],
  "forces_ev_per_a": [[-0.4, -0.3, 0.4], [0.0, 0.0, 0.0], [0.0, 0.1, 0.0], [0.0, -0.1, 0.0], [0.0, 0.0, 0.1], [0.1, -0.1, 0.0], [0.1, 0.0, 0.0], [0.0, 0.0, 0.0], [-0.2, 0.0, 0.1], [0.3, -0.1, 0.0], [0.1, 0.1, 0.0], [0.1, -0.1, 0.0], [0.0, 0.0, 0.0], [0.0, 0.0, 0.0], [0.0, 0.0, 0.1], [-0.1, 0.0, -0.1], [0.0, -0.1, 0.0], [0.0, 0.0, -0.1], [0.0, 0.0, 0.0], [0.0, 0.0, 0.0], [0.0, 0.0, 0.0], [0.0, 0.1, 0.0], [-0.1, 0.0, 0.0], [-0.1, 0.1, 0.1], [0.0, 0.0, -0.1], [0.0, 0.0, -0.1], [-0.1, -0.1, 0.0], [0.0, 0.0, 0.1], [0.0, 0.0, 0.1], [0.1, 0.0, 0.0], [0.0, -0.1, 0.1], [0.1, 0.0, -0.1], [0.0, 0.1, 0.0], [0.0, 0.0, 0.0], [0.0, 0.0, 0.0], [0.0, 0.0, 0.0], [0.0, 0.0, 0.0], [0.0, 0.0, 0.0], [0.0, 0.1, 0.1], [-0.1, 0.0, 0.1], [0.0, -0.1, -0.1], [0.0, 0.1, 0.0], [0.0, 0.0, 0.1], [-0.1, 0.0, 0.0], [0.0, 0.0, -0.1], [0.0, -0.1, 0.0], [0.0, 0.0, 0.0], [0.1, 0.0, 0.0], [0.0, 0.0, -0.1], [0.0, 0.1, -0.1], [-0.1, 0.0, 0.0], [0.0, 0.0, 0.0], [0.1, 0.0, -0.1], [0.0, 0.1, 0.0], [0.0, 0.1, 0.1], [0.0, 0.0, 0.0], [0.0, 0.0, 0.0], [0.1, 0.1, 0.0], [0.0, 0.0, 0.1], [0.0, -0.1, 0.0], [0.0, -0.1, 0.0], [0.0, 0.0, -0.1], [0.1, 0.0, 0.0], [0.0, 0.0, -0.1], [0.0, 0.0, 0.0], [0.0, 0.0, 0.0], [0.1, -0.1, 0.0], [0.0, -0.1, 0.0], [0.0, 0.0, 0.0], [0.0, 0.1, 0.0], [0.0, -0.1, 0.1], [0.1, 0.1, 0.1], [0.1, 0.0, 0.0], [0.0, 0.0, -0.1], [0.0, 0.0, 0.0], [0.0, 0.0, 0.0], [0.0, -0.1, 0.0], [0.1, 0.1, 0.0], [-0.2, -0.4, 0.0], [0.1, 0.0, -0.3], [-0.1, -0.1, -0.1], [0.0, -0.8, 0.6], [0.2, 1.4, -0.6], [0.1, -0.1, -0.3], [-0.3, 0.3, -0.2], [-0.2, 0.1, -0.1], [0.2, 0.0, 0.2], [0.0, -0.1, 0.0], [0.0, 0.2, 0.1], [0.1, 0.0, 0.0], [0.1, 0.0, 0.0], [-0.1, -0.1, 0.0], [0.2, -0.2, 0.0], [0.0, 0.1, 0.0], [0.1, 0.0, 0.0], [0.0, -0.1, 0.0], [-0.1, -0.1, 0.0], [0.0, 0.0, 0.0], [0.1, 0.1, 0.0], [-0.1, 0.0, 0.0], [0.0, -0.1, -0.1], [0.0, -0.1, 0.1], [0.0, 0.0, 0.0], [0.0, 0.0, 0.1], [0.0, -0.1, 0.0], [0.0, 0.1, 0.2], [-0.1, -0.1, -0.1], [0.0, -0.1, -0.1], [0.2, -0.2, -0.5], [-0.2, -0.1, 0.1], [0.1, 0.0, 0.1], [0.1, 0.0, 0.1], [0.0, 0.0, 0.0], [-0.1, -0.1, 0.1], [0.0, 0.1, 0.0], [0.0, 0.0, 0.1], [0.1, 0.1, -0.1], [0.0, -0.1, -0.1], [-0.1, 0.1, 0.0], [-0.1, 0.3, 0.2], [-0.1, -0.1, 0.0], [0.1, 0.0, -0.1], [0.1, 0.0, 0.0], [0.0, 0.1, 0.1], [0.1, 0.0, 0.0], [0.0, 0.0, 0.0], [0.0, -0.1, 0.0], [0.0, 0.0, 0.1], [-0.1, 0.0, 0.0], [-0.1, 0.0, -0.1], [0.0, -0.1, -0.1], [0.0, 0.0, 0.0], [0.0, 0.1, 0.0], [0.0, 0.0, 0.0], [0.0, 0.0, 0.0], [0.1, 0.0, 0.0], [0.0, 0.0, 0.0], [0.0, 0.0, 0.0], [0.0, 0.1, 0.0], [0.0, 0.0, -0.1], [0.0, 0.1, 0.0]],
  "total_charge": 2,
  "mol_weight_g_mol": 1423.21,
  "s_squared": 2.009,
  "homo_lumo_gap_ev": [6.19, 6.24],
  "de_lowest_ev": 0.000,
  "spin_multiplicity": 3,
  "e_tot_ev": -136565.526
}